Entry 1:
Below is 2 unconnected molecules or ions with the total composition C5H15NO in a non-equilibrium geometry, with properties calculated with the ωB97M-V functional and the def2-TZVPD basis.

Computed properties:
Frontier orbital gap = 9.828 eV
F_max = 3.8 eV/A
ΔE to the lowest compared entry with this formula, charge and spin = 0.979 eV
SMILES = CC[C@@H](C)CN.O

Element x y z (Å)
C: 2.413 1.532 -1.205
C: 1.428 0.510 -0.591
C: 0.346 1.210 0.239
C: -0.450 2.126 -0.690
C: -0.644 0.095 0.721
N: -1.511 0.646 1.788
H: 3.333 1.139 -1.626
H: 1.960 2.090 -2.052
H: 2.597 2.307 -0.442
H: 0.968 -0.013 -1.443
H: 1.996 -0.274 -0.073
H: 0.747 1.590 1.183
H: 0.146 3.053 -0.643
H: -0.548 1.722 -1.685
H: -1.420 2.339 -0.236
H: -1.305 -0.315 -0.035
H: -0.107 -0.764 1.180
H: -0.879 0.868 2.545
H: -2.196 -0.055 2.031
O: -1.165 -5.057 -0.177
H: -1.648 -5.688 -0.742
H: -1.903 -4.542 0.165

***

Entry 2:
Below is 2 unconnected molecules or ions with the total composition C5H15NO in a non-equilibrium geometry, with properties calculated with the ωB97M-V functional and the def2-TZVPD basis.

Computed properties:
Frontier orbital gap = 8.726 eV
F_max = 4.3 eV/A
ΔE to the lowest compared entry with this formula, charge and spin = 3.105 eV
SMILES = CCN(C)CC.O

Element x y z (Å)
C: 2.475 0.422 1.965
C: 2.285 0.090 0.471
N: 0.995 0.071 -0.278
C: 0.981 0.661 -1.615
C: -0.240 0.456 0.443
C: -1.194 -0.871 0.301
H: 3.572 0.532 2.189
H: 1.842 1.303 2.077
H: 1.952 -0.425 2.594
H: 2.763 -0.948 0.216
H: 3.047 0.727 -0.104
H: 1.502 1.555 -1.590
H: 0.002 0.856 -1.862
H: 1.576 0.242 -2.433
H: -0.943 1.294 -0.061
H: -0.197 0.498 1.539
H: -2.222 -0.822 0.812
H: -0.706 -1.720 0.709
H: -1.400 -1.073 -0.692
O: -5.417 -0.775 -1.938
H: -5.230 -1.743 -1.667
H: -5.444 -0.329 -1.077